[1]
{"formula": "C12H29IrN4O6P", "method": "ωB97M-V/def2-TZVPD", "symbols": ["Ir", "P", "O", "O", "O", "O", "O", "O", "N", "N", "N", "N", "C", "C", "C", "C", "C", "C", "C", "C", "C", "C", "C", "C", "H", "H", "H", "H", "H", "H", "H", "H", "H", "H", "H", "H", "H", "H", "H", "H", "H", "H", "H", "H", "H", "H", "H", "H", "H", "H", "H", "H", "H"], "xyz": [[0.4105, 0.1872, 0.1607], [1.3938, -0.1978, 2.0088], [2.6167, -0.8130, -1.4535], [-0.7592, -0.7264, -3.6596], [1.9021, 2.6663, -0.4167], [0.3498, 0.7162, -1.7775], [-1.7162, -1.7958, 0.8485], [-2.4596, 0.5214, 1.1001], [0.8651, 2.1827, 0.1265], [-0.6149, -1.5582, 0.2100], [-1.2925, 1.0997, 0.8373], [1.5566, -1.1985, -0.8839], [0.3944, 0.4837, 3.3406], [1.5241, -3.3514, -2.2611], [-0.2523, -2.6237, -0.5823], [-2.5525, 3.0812, 1.5373], [-2.6499, -0.1812, -3.1773], [-1.3436, 2.4427, 0.9519], [2.9936, 0.6785, 1.8339], [-0.0379, 4.5694, 0.3748], [0.9804, -2.4146, -1.2116], [-0.1364, 3.0613, 0.5452], [1.7136, -1.9537, 2.2389], [-1.1411, -3.8351, -0.5592], [-0.2260, 1.5156, -1.9779], [1.1493, -3.1351, -3.2967], [-2.2798, 0.4636, -3.9291], [1.1622, -4.3807, -2.0490], [0.4566, 4.8493, -0.5899], [-1.3063, -4.1273, 0.4885], [3.6517, 0.2989, 2.6309], [-0.5915, -0.0168, 3.2698], [-2.3156, -0.4683, 0.9900], [0.7518, -2.4887, 2.2581], [-3.2223, 2.3387, 1.9542], [0.0068, -0.1235, -3.5210], [-2.8062, -1.2628, -3.0270], [-2.1693, -3.6846, -0.9361], [1.2659, 1.0848, -1.9688], [-0.7564, -4.7203, -1.0958], [-1.0593, 5.0265, 0.3505], [2.3111, -2.2830, 1.3750], [-0.4206, -1.2179, -4.4910], [0.9476, 0.2562, 4.2632], [-3.1959, 3.6865, 0.8925], [2.6359, -3.4035, -2.2728], [3.3676, 0.4323, 0.8185], [-2.2156, 3.7092, 2.3631], [2.2612, -2.0266, 3.1845], [0.2909, 1.5691, 3.1502], [0.4491, 4.9972, 1.2916], [2.8457, 1.7705, 1.9018], [-2.7330, 0.2996, -2.1595]], "forces_ev_per_a": [[-3.6, -2.1, 0.9], [0.4, 0.6, 1.0], [-0.6, -1.0, 0.1], [5.0, -1.9, -2.7], [0.7, 0.6, -0.5], [-0.7, 3.3, -4.6], [1.2, 0.8, -0.4], [-0.2, -0.2, 0.0], [1.1, -0.9, 0.5], [-1.2, -2.4, -0.6], [0.5, 0.6, -0.2], [1.6, 0.7, -0.5], [0.6, -0.4, 0.3], [0.4, -0.6, -0.1], [0.3, 0.5, 0.5], [-0.2, 0.6, 0.6], [-2.7, 0.6, 3.7], [1.8, 1.3, -0.7], [-0.2, -0.5, 0.4], [-0.3, 0.0, 0.3], [-0.3, 0.1, -0.5], [-3.0, 0.8, 0.3], [0.1, 0.4, 0.3], [-0.1, -0.7, -0.1], [0.5, -1.3, 0.2], [0.4, 0.2, 1.0], [-0.8, 0.0, -0.9], [0.2, 0.7, 0.0], [0.0, -0.3, 1.2], [0.2, 0.1, -0.2], [0.1, 0.4, -0.4], [0.5, 0.3, 0.4], [0.1, -0.2, 0.3], [0.4, 0.1, 0.2], [0.1, -0.1, 0.1], [-0.7, -0.5, 0.2], [0.0, 0.8, -1.1], [0.6, 0.5, 0.0], [-0.9, -0.5, 0.5], [0.2, 0.7, 0.2], [0.8, -0.6, 0.1], [-0.1, 0.0, 0.5], [-1.0, 0.8, 1.6], [-0.7, 0.4, 0.2], [0.5, 0.0, -0.3], [-0.8, 0.3, 0.0], [0.0, 0.1, 0.7], [-0.2, 0.2, 0.0], [0.0, -0.6, -0.2], [0.1, -0.6, 0.3], [0.0, -0.1, -1.1], [0.1, -0.6, 0.0], [0.1, -0.2, -1.1]], "lowdin_charge": [1.278, 0.632, -0.020, -0.176, -0.068, -0.209, -0.071, 0.004, -0.337, -0.207, -0.173, -0.244, -0.212, 0.005, -0.219, -0.010, 0.019, -0.282, -0.207, -0.007, -0.218, -0.220, -0.208, 0.006, 0.141, 0.104, -0.006, 0.086, 0.098, 0.098, 0.060, 0.062, 0.030, 0.057, 0.079, 0.049, 0.018, 0.106, 0.112, 0.090, 0.090, 0.056, 0.127, 0.063, 0.099, 0.100, 0.048, 0.096, 0.065, 0.057, 0.108, 0.055, -0.001], "multiplicity": 5, "total_charge": 1, "gap_ev": [5.4, 6.8], "homo_energy_ev": [-9.48, -11.97]}

[2]
{"formula": "C12H29N4O9PS", "method": "ωB97M-V/def2-TZVPD", "symbols": ["S", "P", "O", "O", "O", "O", "O", "O", "O", "O", "O", "N", "N", "N", "N", "C", "C", "C", "C", "C", "C", "C", "C", "C", "C", "C", "C", "H", "H", "H", "H", "H", "H", "H", "H", "H", "H", "H", "H", "H", "H", "H", "H", "H", "H", "H", "H", "H", "H", "H", "H", "H", "H", "H", "H", "H"], "xyz": [[-1.3570, -3.0695, -4.0693], [-2.8768, -1.8796, -2.0326], [1.4401, -1.2760, -2.6550], [-0.5860, -2.4573, -5.1037], [-2.6441, -0.6171, -0.9699], [-1.3642, -1.9882, -2.8148], [-0.4625, -4.3992, -3.5656], [3.4766, 4.1773, 1.4087], [0.3549, -0.2289, 2.0509], [-6.7667, -3.9926, 0.3093], [1.6177, -3.4777, -2.8798], [-6.2227, -1.8445, -0.0068], [2.0692, 0.7245, 3.1274], [-3.0670, -3.2473, -1.0034], [5.3184, 4.5035, 0.1810], [1.7780, -2.2875, -2.1938], [2.4541, -2.2369, -0.8123], [1.1199, 0.7236, 2.1579], [-6.4404, -0.4549, -0.3626], [-8.5267, -2.5633, -0.4576], [6.6671, 4.9590, -0.1011], [4.6156, 4.6198, 1.3354], [-7.1147, -2.8680, -0.0218], [1.0484, 1.9164, 1.2399], [5.2844, 5.3039, 2.5009], [0.4305, -4.1620, -2.4956], [3.0591, 1.7484, 3.4124], [0.8407, 2.8221, 1.8101], [2.9800, 2.5920, 2.7322], [4.5995, 5.3187, 3.3447], [7.2760, 4.1002, -0.3881], [-3.7824, -3.8803, -1.3485], [-5.2992, -2.1220, 0.2945], [2.0561, -0.1039, 3.7020], [-7.4652, -0.2727, -0.6703], [-8.9791, -1.8288, 0.2103], [1.7731, -2.5415, -0.0025], [2.7680, -1.1994, -0.6430], [1.9832, 2.0303, 0.6912], [6.1841, 4.7604, 2.7936], [-0.0485, -3.6786, -1.6263], [-6.2063, 0.1703, 0.5007], [0.7533, -5.1587, -2.1461], [0.2433, 1.7653, 0.5247], [5.5374, 6.3328, 2.2417], [7.1166, 5.4453, 0.7585], [-1.8069, -0.8248, -0.5055], [4.8084, 4.0364, -0.5534], [2.9147, 2.0949, 4.4381], [-9.1151, -3.4762, -0.4170], [-8.5345, -2.1905, -1.4829], [-5.7659, -0.1908, -1.1791], [4.0533, 1.3041, 3.3243], [6.6343, 5.6611, -0.9357], [3.3597, -2.8659, -0.8121], [-2.1836, -3.7257, -0.8346]], "forces_ev_per_a": [[-1.1, -0.3, -1.1], [-2.5, 0.9, -0.2], [-1.0, 2.4, -1.8], [0.3, 0.3, 0.0], [1.4, -1.9, -0.8], [0.5, -1.0, 1.1], [0.2, 1.6, 1.3], [0.1, 0.1, 0.0], [0.0, 0.0, -0.1], [-0.1, 0.0, -0.1], [-0.5, -0.2, 0.6], [-0.3, -0.1, -0.1], [-0.1, 0.1, -0.2], [1.4, 0.7, -0.6], [0.0, 0.1, 0.3], [1.1, -0.7, 1.9], [0.5, -0.8, -0.4], [-0.2, -0.3, 0.0], [0.5, -0.2, 0.1], [-0.1, -0.1, 0.0], [-0.3, -0.2, -0.4], [-0.2, -0.1, -0.2], [0.2, -0.2, 0.1], [-0.1, -0.1, -0.1], [0.0, 0.0, 0.1], [0.9, -1.5, 0.7], [-0.1, -0.4, 0.2], [0.2, 0.1, -0.1], [0.0, -0.1, 0.0], [-0.1, 0.0, -0.1], [0.2, 0.1, 0.0], [0.1, 0.1, 0.0], [0.0, 0.1, 0.0], [0.0, 0.0, 0.0], [0.0, -0.1, 0.0], [0.0, 0.1, -0.1], [0.2, 0.0, -0.3], [-0.3, -0.3, -0.1], [0.0, 0.2, 0.1], [0.1, 0.1, 0.0], [0.0, 0.2, -0.6], [-0.1, 0.2, -0.1], [-0.3, 0.3, -0.4], [0.0, -0.1, 0.1], [0.1, 0.0, 0.0], [-0.1, 0.0, 0.0], [-0.3, 0.7, 0.4], [0.0, 0.0, 0.0], [0.2, 0.2, 0.0], [0.1, 0.0, 0.0], [-0.1, 0.1, 0.1], [-0.1, 0.2, 0.0], [0.1, 0.2, 0.0], [0.2, 0.1, 0.1], [-0.4, 0.0, 0.2], [-0.4, -0.3, 0.4]], "lowdin_charge": [0.882, 0.757, 0.165, -0.361, -0.280, -0.586, -0.278, 0.008, 0.000, 0.017, 0.015, 0.006, 0.005, -0.144, 0.010, -0.537, 0.026, -0.554, -0.076, -0.014, -0.072, -0.536, -0.560, -0.004, -0.005, -0.269, -0.073, 0.089, 0.038, 0.084, 0.084, 0.040, 0.115, 0.136, 0.072, 0.083, 0.087, 0.084, 0.077, 0.086, 0.114, 0.085, 0.146, 0.079, 0.086, 0.073, 0.053, 0.143, 0.084, 0.081, 0.084, 0.070, 0.083, 0.085, 0.086, 0.028], "multiplicity": 1, "gap_ev": 9.7, "homo_energy_ev": -9.23}

no.,total energy (eV)
1,-43270.83363
2,-57427.21522